108
Properties=species:S:1:pos:R:3 method="wB97M-V/def2-TZVPD" homo_energy_ev=-9.193 multiplicity=1 homo_lumo_gap_ha=0.2291 charge=0 smiles="CCCCCCCCCCC[C@@H]1COS(=O)(=O)C[C@H]1NCC.COP(=O)(OC)OC.COP(=O)(OC)OC.COP(=O)(OC)OC"
C -1.688 -3.682 1.702
C -1.660 -2.032 1.594
C -0.171 -1.372 1.803
C 0.396 -0.528 0.516
C -0.406 0.863 0.187
C -0.843 1.739 1.509
C -1.902 2.896 0.962
C -3.443 2.689 1.551
C -4.517 3.473 0.598
C -5.498 2.516 -0.299
C -4.762 1.307 -1.110
C -4.509 -0.077 -0.289
C -4.501 -1.307 -1.411
O -5.775 -1.461 -2.129
S -6.984 -1.989 -1.050
O -6.799 -3.472 -0.611
O -8.351 -1.915 -1.832
C -7.012 -0.763 0.377
C -5.521 -0.375 0.961
N -4.879 -1.443 1.818
C -5.651 -1.735 3.084
C -5.555 -0.543 4.231
H -2.712 -3.965 2.216
H -0.831 -4.119 2.372
H -1.707 -4.162 0.619
H -2.327 -1.640 2.499
H -2.091 -1.743 0.541
H 0.572 -2.263 2.000
H -0.174 -0.722 2.792
H 0.319 -1.225 -0.441
H 1.519 -0.267 0.719
H 0.339 1.544 -0.431
H -1.352 0.716 -0.507
H 0.131 2.314 1.885
H -1.295 1.113 2.388
H -1.888 2.978 -0.206
H -1.525 3.943 1.390
H -3.707 1.578 1.803
H -3.445 3.265 2.597
H -3.950 4.306 -0.039
H -5.231 4.084 1.333
H -5.974 3.230 -1.131
H -6.396 2.201 0.385
H -3.689 1.718 -1.431
H -5.328 1.108 -2.131
H -3.387 -0.035 0.116
H -4.140 -2.333 -0.927
H -3.693 -0.984 -2.223
H -7.516 0.248 -0.011
H -7.753 -1.192 1.181
H -5.692 0.564 1.677
H -4.934 -2.329 1.235
H -6.770 -2.051 2.924
H -5.121 -2.683 3.581
H -5.891 0.512 3.847
H -4.492 -0.428 4.710
H -6.342 -0.842 5.078
C 6.676 -5.074 0.911
O 6.017 -3.945 0.368
P 4.302 -3.990 0.593
O 4.134 -2.912 -0.480
O 4.449 -3.264 2.071
C 5.461 -2.302 2.310
O 2.587 -4.036 0.819
C 2.025 -5.289 0.487
H 7.760 -4.923 0.831
H 6.414 -5.208 1.957
H 6.398 -5.969 0.345
H 5.752 -1.759 1.403
H 6.335 -2.812 2.731
H 5.106 -1.580 3.048
H 2.452 -6.067 1.126
H 2.223 -5.522 -0.563
H 0.945 -5.247 0.648
C 3.894 0.596 -5.012
O 3.233 -0.653 -4.934
P 3.965 -1.867 -5.927
O 2.699 -2.720 -5.814
O 5.003 -2.277 -4.708
C 4.596 -2.209 -3.353
O 4.696 -3.080 -6.920
C 4.982 -2.621 -8.224
H 3.447 1.279 -4.278
H 4.953 0.487 -4.794
H 3.766 1.018 -6.014
H 3.518 -2.363 -3.227
H 4.879 -1.230 -2.952
H 5.125 -2.973 -2.778
H 5.682 -1.782 -8.177
H 4.059 -2.305 -8.720
H 5.436 -3.434 -8.796
C 2.694 8.063 1.934
O 2.033 6.814 2.012
P 2.765 5.600 1.019
O 1.499 4.747 1.132
O 3.803 5.190 2.238
C 3.396 5.258 3.593
O 3.496 4.387 0.026
C 3.782 4.846 -1.278
H 2.247 8.746 2.668
H 3.753 7.954 2.152
H 2.566 8.485 0.932
H 2.318 5.104 3.719
H 3.679 6.237 3.994
H 3.925 4.494 4.168
H 4.482 5.685 -1.231
H 2.859 5.162 -1.774
H 4.236 4.033 -1.850

---

104
Properties=species:S:1:pos:R:3 method="wB97M-V/def2-TZVPD" homo_energy_ev=-10.169 multiplicity=1 homo_lumo_gap_ha=0.1562 charge=+1
Ca 10.550 -28.950 -21.116
C 11.818 -27.050 -17.481
C 11.209 -27.751 -18.684
O 10.997 -28.997 -18.694
O 10.847 -27.082 -19.704
H 10.980 -26.794 -16.839
H 12.354 -26.182 -17.858
H 12.561 -27.701 -17.027
C 10.291 -22.016 -20.464
O 9.865 -22.632 -21.675
C 9.509 -23.971 -21.512
C 9.079 -24.487 -22.879
N 7.914 -23.812 -23.429
C 7.582 -24.364 -24.739
C 6.649 -23.450 -25.530
O 7.344 -22.282 -25.852
C 6.589 -21.400 -26.662
H 9.494 -22.109 -19.720
H 10.544 -20.970 -20.583
H 11.127 -22.608 -20.084
H 8.753 -24.042 -20.714
H 10.316 -24.603 -21.104
H 8.798 -25.545 -22.811
H 9.921 -24.314 -23.567
H 8.204 -22.847 -23.577
H 7.229 -25.382 -24.555
H 8.489 -24.447 -25.364
H 5.747 -23.260 -24.938
H 6.329 -24.051 -26.389
H 5.584 -21.320 -26.246
H 6.548 -21.706 -27.716
H 7.169 -20.480 -26.738
C 14.767 -30.898 -15.916
O 13.579 -31.636 -15.867
C 12.560 -30.926 -16.478
C 11.131 -31.475 -16.336
N 10.974 -32.195 -15.043
C 10.863 -31.264 -13.869
C 11.271 -32.071 -12.646
O 12.646 -32.410 -12.762
C 13.405 -32.050 -11.623
H 15.021 -30.525 -16.918
H 15.600 -31.526 -15.608
H 14.796 -29.992 -15.298
H 12.664 -30.784 -17.564
H 12.503 -29.878 -16.147
H 10.906 -32.216 -17.113
H 10.308 -30.768 -16.510
H 10.018 -32.543 -15.116
H 9.851 -30.857 -13.825
H 11.637 -30.520 -14.053
H 10.660 -32.978 -12.685
H 10.994 -31.517 -11.746
H 12.846 -31.961 -10.687
H 13.837 -31.060 -11.830
H 14.173 -32.806 -11.453
C 10.667 -26.390 -7.337
O 11.176 -27.199 -8.398
C 12.540 -26.858 -8.719
C 12.882 -27.434 -10.079
N 11.951 -26.974 -11.107
C 12.360 -27.382 -12.464
C 11.306 -27.107 -13.485
O 10.416 -28.192 -13.576
C 9.380 -28.053 -14.531
H 11.030 -26.859 -6.417
H 9.584 -26.435 -7.423
H 10.993 -25.348 -7.354
H 13.067 -27.352 -7.893
H 12.805 -25.807 -8.584
H 12.737 -28.521 -10.059
H 13.880 -27.065 -10.319
H 11.049 -27.409 -10.944
H 12.532 -28.469 -12.491
H 13.278 -26.824 -12.645
H 11.820 -26.898 -14.433
H 10.734 -26.191 -13.276
H 8.971 -27.052 -14.367
H 8.615 -28.800 -14.317
H 9.690 -28.282 -15.556
C 7.402 -21.680 -15.354
O 8.063 -22.640 -14.561
C 9.135 -23.321 -15.170
C 8.852 -24.077 -16.465
N 7.795 -25.072 -16.284
C 7.346 -25.637 -17.552
C 6.161 -26.599 -17.291
O 6.229 -27.704 -18.180
C 7.040 -28.761 -17.746
H 7.789 -21.573 -16.373
H 7.582 -20.731 -14.845
H 6.326 -21.799 -15.487
H 9.724 -23.952 -14.508
H 9.818 -22.514 -15.480
H 9.793 -24.577 -16.713
H 8.587 -23.359 -17.255
H 7.112 -24.669 -15.658
H 8.179 -26.094 -18.082
H 6.946 -24.759 -18.081
H 5.231 -26.088 -17.543
H 6.059 -27.019 -16.285
H 6.770 -29.087 -16.733
H 8.091 -28.485 -17.571
H 6.942 -29.545 -18.490

---

118
Properties=species:S:1:pos:R:3 method="wB97M-V/def2-TZVPD" homo_energy_ev="-8.746 / -9.168" multiplicity=5 homo_lumo_gap_ha="0.2979 / 0.3147" charge=0 s2=6.01
Cr -2.566 -1.555 0.713
C -0.962 0.873 -1.125
O 0.243 0.208 -0.716
O -1.905 0.093 -0.463
C -0.882 2.337 -0.506
F -1.961 3.184 -0.426
F -0.388 2.320 0.744
F 0.106 2.962 -1.167
C 1.527 0.497 -1.263
C 2.508 -0.514 -0.611
H 2.134 -1.537 -0.579
H 3.432 -0.379 -1.174
H 2.713 -0.250 0.426
H 1.878 1.494 -0.997
H 1.654 0.358 -2.337
H -1.008 0.875 -2.214
C -4.235 -5.561 0.203
F -4.218 -6.771 0.703
F -4.778 -5.524 -1.006
F -4.840 -4.755 1.113
S -2.324 -4.965 0.008
O -1.765 -5.108 1.383
O -1.610 -5.795 -0.929
N -2.481 -3.178 -0.408
S -2.432 -3.326 -2.008
O -3.004 -4.459 -2.732
O -3.027 -2.064 -2.292
C -0.562 -3.229 -2.431
F -0.298 -2.090 -3.123
F 0.140 -3.386 -1.305
F -0.264 -4.259 -3.155
C -1.359 4.390 -4.046
C -1.731 3.872 -5.452
O -0.516 3.903 -6.252
H -0.707 5.252 -4.184
H -0.864 3.668 -3.396
H -2.280 4.565 -3.491
H -2.631 4.343 -5.849
H -2.052 2.836 -5.339
H 0.103 3.239 -5.938
C -6.046 3.480 0.714
C -5.346 2.972 -0.543
O -5.832 3.496 -1.693
H -7.005 2.982 0.852
H -5.976 4.560 0.579
H -5.416 3.261 1.576
H -5.259 1.888 -0.470
H -4.309 3.291 -0.653
H -5.470 2.933 -2.381
C -2.651 5.394 1.967
C -2.037 4.963 3.301
O -1.620 3.628 3.180
H -3.459 4.744 1.634
H -1.781 5.280 1.320
H -2.921 6.450 1.937
H -2.720 4.922 4.149
H -1.198 5.552 3.672
H -0.825 3.570 2.645
C 3.735 1.523 -5.019
C 2.637 2.536 -4.954
O 1.696 2.314 -5.928
H 4.575 1.707 -4.348
H 4.102 1.478 -6.044
H 3.542 0.493 -4.718
H 2.948 3.508 -5.338
H 2.126 2.700 -4.005
H 1.658 1.361 -6.033
C 2.767 -5.883 -0.042
C 1.706 -5.201 0.916
C 1.739 -5.677 2.362
O 1.618 -7.109 2.406
C 0.374 -7.687 2.296
N 1.792 -3.734 0.813
H 3.745 -5.734 0.415
H 2.697 -5.471 -1.048
H 2.656 -6.967 -0.072
H 0.736 -5.481 0.506
H 1.020 -5.173 3.008
H 2.657 -5.468 2.911
H 0.277 -8.535 2.974
H 0.055 -8.042 1.316
H -0.447 -7.114 2.725
H 2.644 -3.368 1.212
H 1.813 -3.466 -0.161
C 1.115 -1.326 3.144
C -0.387 -1.514 2.836
C -1.227 -0.211 3.155
O -2.423 -0.243 2.371
C -3.290 0.775 2.885
N -0.534 -1.871 1.402
H 1.657 -0.607 2.530
H 1.623 -2.284 3.253
H 1.220 -0.939 4.157
H -0.670 -2.366 3.455
H -0.609 0.575 2.722
H -1.349 -0.141 4.236
H -4.260 0.388 3.197
H -3.388 1.504 2.080
H -2.920 1.436 3.669
H 0.129 -1.193 1.055
H 0.021 -2.711 1.323
C 3.024 1.810 3.485
C 3.967 1.579 2.347
C 3.886 2.522 1.120
O 4.739 2.101 0.087
C 4.893 3.112 -0.967
N 5.312 1.735 2.838
H 2.031 1.741 3.039
H 3.324 2.675 4.077
H 3.038 0.982 4.194
H 3.915 0.542 2.014
H 4.244 3.498 1.447
H 2.835 2.624 0.850
H 5.321 4.021 -0.544
H 3.893 3.350 -1.329
H 5.485 2.543 -1.684
H 5.657 0.850 3.180
H 5.944 1.605 2.061

---

117
Properties=species:S:1:pos:R:3 method="wB97M-V/def2-TZVPD" homo_energy_ev=-9.003 relative_energy_ev=1.5318 multiplicity=1 homo_lumo_gap_ha=0.3472 charge=0
O -1.837 -0.834 2.007
C -2.350 -1.261 3.035
N -2.037 -2.489 3.471
C -3.354 -0.459 3.704
H -2.554 -2.897 4.234
H -1.430 -3.111 2.961
H -4.221 -0.276 3.165
H -2.968 0.523 4.001
H -3.907 -0.965 4.568
O -0.622 -4.294 0.950
C -1.527 -4.170 0.180
N -2.612 -3.341 0.428
C -1.692 -4.995 -1.077
H -2.362 -2.471 0.920
H -3.131 -3.022 -0.357
H -2.110 -6.033 -0.944
H -0.730 -5.256 -1.538
H -2.359 -4.464 -1.719
O 3.558 -3.741 2.287
C 3.251 -2.714 1.761
N 4.160 -1.800 1.338
C 1.782 -2.492 1.432
H 3.827 -0.866 1.258
H 5.089 -1.883 1.616
H 1.464 -1.488 1.192
H 1.377 -3.052 2.309
H 1.560 -3.127 0.523
O -4.013 -1.201 -1.172
C -5.045 -1.039 -1.803
N -5.006 -0.367 -2.999
C -6.434 -1.575 -1.400
H -5.704 -0.218 -3.696
H -4.136 0.063 -3.225
H -7.013 -1.802 -2.290
H -6.909 -0.801 -0.852
H -6.239 -2.544 -0.909
O -1.153 2.731 1.941
C -1.202 3.412 2.966
N -2.415 3.731 3.500
C 0.027 3.888 3.623
H -3.328 3.629 3.017
H -2.397 4.392 4.296
H 0.109 3.778 4.699
H 0.105 4.941 3.394
H 0.997 3.513 3.211
O 4.257 -1.792 -6.290
C 3.240 -1.563 -5.643
N 2.605 -2.420 -4.901
C 2.595 -0.209 -5.684
H 2.843 -3.352 -5.043
H 1.915 -2.112 -4.285
H 3.408 0.521 -5.699
H 1.989 -0.104 -4.827
H 2.025 -0.062 -6.593
O -2.658 0.922 -4.313
C -1.876 1.906 -4.429
N -1.602 2.522 -5.640
C -1.163 2.461 -3.310
H -0.977 3.290 -5.530
H -1.680 2.111 -6.571
H -0.836 3.501 -3.410
H -0.298 1.778 -3.117
H -1.779 2.371 -2.423
O -4.498 3.297 1.446
C -4.387 2.468 0.578
N -3.198 1.877 0.257
C -5.568 2.088 -0.310
H -2.352 2.114 0.737
H -3.218 0.991 -0.218
H -5.891 2.921 -0.915
H -6.367 1.738 0.340
H -5.227 1.362 -1.040
O -0.593 0.045 5.278
C -0.456 -1.025 5.785
N -1.447 -1.449 6.725
C 0.759 -1.966 5.655
H -2.233 -0.842 6.949
H -1.451 -2.383 7.079
H 0.721 -2.784 6.328
H 1.622 -1.278 5.885
H 0.867 -2.246 4.610
O 1.740 3.317 -1.649
C 2.863 3.745 -1.386
N 3.341 3.806 -0.131
C 3.783 4.229 -2.449
H 2.810 3.424 0.652
H 4.134 4.251 0.136
H 3.178 4.451 -3.313
H 4.558 3.418 -2.587
H 4.366 5.061 -2.183
O 5.071 0.120 -1.735
C 5.260 -0.774 -2.559
N 5.702 -0.526 -3.870
C 5.091 -2.271 -2.326
H 5.654 -1.289 -4.551
H 5.591 0.414 -4.192
H 5.771 -2.725 -2.955
H 4.129 -2.553 -2.508
H 5.298 -2.387 -1.264
O 3.039 1.498 1.659
C 2.491 1.047 2.670
N 1.155 0.983 2.768
C 3.253 0.675 3.865
H 0.706 0.507 3.561
H 0.461 1.357 2.081
H 2.636 0.257 4.651
H 3.677 1.567 4.356
H 4.080 0.061 3.566
O 1.329 -1.377 -2.373
C 1.076 -0.389 -1.648
N 2.016 0.442 -1.126
C -0.355 -0.076 -1.242
H 1.737 1.253 -0.647
H 2.985 0.356 -1.346
H -1.010 -0.379 -2.062
H -0.589 0.955 -0.979
H -0.627 -0.700 -0.347